[1]
# C32H23N3P2RuS2

A structure of composition C32H23N3P2RuS2 (wB97M-V/def2-TZVPD, OMol25).

multiplicity	5
lowest unoccupied orbital energy (spin up / spin down)	-0.2530 / -0.3437	hartree
HOMO energy (spin up / spin down)	-14.021 / -14.796	eV
charge	+2

```
63
C32H23N3P2RuS2, DFT wB97M-V/def2-TZVPD
S 0.05 -0.56 2.49
H 2.61 -3.85 0.56
H -0.37 -1.60 -2.26
H -2.20 -5.02 0.53
C -3.12 3.78 5.23
H -2.19 -0.64 4.26
P -0.68 0.42 -1.03
H -0.51 -6.68 1.24
H 3.36 -0.21 0.84
N 0.07 -1.00 -1.56
C 2.67 2.66 -1.75
C 0.60 -3.17 0.14
S 0.62 2.62 1.97
H 5.66 0.08 0.12
C 4.63 -2.04 -2.32
H -1.07 3.28 -0.91
C -2.37 2.76 4.56
H 2.12 0.59 -1.97
H -1.09 4.16 3.58
C -2.67 1.39 4.73
C -4.53 0.97 -3.39
C -0.60 2.12 3.03
H -3.28 1.57 -5.03
H -1.50 -2.77 -0.16
H -5.45 1.09 -3.95
C -0.90 0.74 3.24
C 0.43 1.78 -1.38
C -1.33 3.11 3.72
H -5.54 0.36 -1.60
H 0.48 5.17 -1.11
C -1.15 -4.76 0.54
C -2.19 0.67 -1.95
H 6.50 -1.10 -1.89
C 2.20 3.94 -1.54
P 1.10 -1.54 -0.34
H 2.66 -2.85 -2.52
C -1.94 0.40 4.08
H -3.45 0.08 -0.31
C 5.00 -0.55 -0.46
C 0.84 4.16 -1.25
H 1.88 -6.09 1.26
C -3.75 1.01 5.59
H 5.01 -2.57 -3.19
C 3.67 -0.71 -0.08
C 5.47 -1.21 -1.59
H -1.19 1.33 -3.76
C -0.20 -5.69 0.94
N -4.63 0.69 6.27
C 1.56 -4.10 0.55
H 2.87 4.78 -1.60
C 1.15 -5.36 0.95
C 1.78 1.57 -1.69
C 3.31 -2.20 -1.94
C -2.13 1.10 -3.28
C -4.58 0.56 -2.06
C -0.03 3.10 -1.15
C 2.82 -1.53 -0.82
C -3.41 0.40 -1.34
C -3.31 1.24 -4.00
N -3.73 4.59 5.77
H 3.70 2.49 -2.00
C -0.76 -3.49 0.14
Ru 1.06 0.54 0.85
```

The molecule's Löwdin atomic charges, reported in e, are given here:
1 S 0.674
2 H 0.113
3 H 0.102
4 H 0.119
5 C -0.143
6 H 0.136
7 P 0.919
8 H 0.123
9 H 0.078
10 N -0.312
11 C -0.040
12 C -0.370
13 S 0.834
14 H 0.121
15 C -0.036
16 H 0.122
17 C -0.146
18 H 0.083
19 H 0.136
20 C -0.118
21 C -0.032
22 C -0.644
23 H 0.121
24 H 0.098
25 H 0.123
26 C -0.601
27 C -0.446
28 C -0.009
29 H 0.120
30 H 0.127
31 C -0.048
32 C -0.376
33 H 0.123
34 C -0.029
35 P 0.820
36 H 0.122
37 C -0.027
38 H 0.104
39 C -0.048
40 C -0.053
41 H 0.122
42 C -0.130
43 H 0.123
44 C -0.141
45 C -0.031
46 H 0.117
47 C -0.033
48 N 0.248
49 C -0.064
50 H 0.126
51 C -0.041
52 C -0.119
53 C -0.063
54 C -0.073
55 C -0.051
56 C -0.133
57 C -0.404
58 C -0.088
59 C -0.044
60 N 0.232
61 H 0.122
62 C -0.094
63 Ru 0.584


[2]
# C32H24BN10OPtS3

A structure of composition C32H24BN10OPtS3 (wB97M-V/def2-TZVPD, OMol25).

multiplicity	2
lowest unoccupied orbital energy (spin up / spin down)	-0.2471 / -0.3369	hartree
HOMO energy (spin up / spin down)	-14.251 / -14.252	eV
charge	+2

```
72
C32H24BN10OPtS3, DFT wB97M-V/def2-TZVPD
C 6.50 0.95 -1.95
H 7.23 -0.82 -0.99
H -2.24 0.21 1.86
C -4.37 -4.66 -1.00
H 3.85 -3.10 -3.57
Pt 0.24 0.41 -0.30
S 2.51 -1.15 -2.04
C -1.22 -3.74 0.78
H 0.58 -0.84 -6.53
C 3.14 -2.61 -4.22
C -0.97 -2.47 0.23
C 2.33 -1.59 -3.75
C -0.12 3.68 -2.96
S 0.46 -1.65 0.70
C 6.37 -0.32 -1.42
H -0.55 -4.16 1.52
N 0.59 3.31 -0.90
H 7.46 1.45 -1.93
C -3.22 -3.91 -0.59
H 2.36 6.90 3.26
H 3.05 -0.73 1.12
H 5.02 1.08 1.69
H -0.34 4.15 -3.90
C 4.06 -0.31 -2.02
C -1.77 1.18 1.87
O 1.48 0.02 -1.87
C 1.29 -1.33 -5.88
C 0.55 4.22 -1.88
H 0.99 4.56 3.23
C 4.01 1.28 1.36
C 2.10 -2.34 -6.38
C -2.32 -4.45 0.39
N -0.65 1.40 1.18
C 3.42 2.51 1.18
N 2.08 5.49 0.30
C 3.03 -2.98 -5.55
H 0.78 -0.15 -4.15
C -2.14 2.35 2.52
N 1.38 4.65 1.12
H 3.80 3.51 1.31
H -3.67 -2.27 -1.87
C -0.47 2.40 -2.57
C 4.17 0.97 -2.56
H 0.98 5.20 -1.72
C 3.02 0.35 1.07
N -2.79 -6.77 1.40
C 2.51 6.46 1.07
C 1.43 5.11 2.41
H 5.02 -1.95 -1.01
H -2.98 2.50 3.17
C 1.40 -0.94 -4.55
B 0.98 3.32 0.60
N 1.90 1.00 0.74
C -2.59 -5.74 0.95
C 5.14 -0.96 -1.44
H 5.51 2.60 -2.92
C 5.40 1.60 -2.51
C -1.86 -1.93 -0.73
N 2.15 2.32 0.80
C -2.99 -2.68 -1.14
S -1.58 -0.42 -1.46
N -0.04 2.19 -1.31
C 2.13 6.28 2.42
C -1.18 3.28 2.15
H -1.09 4.32 2.41
H 2.01 -2.64 -7.41
H -1.02 1.65 -3.11
N -0.28 2.70 1.35
H 3.08 7.27 0.64
H 3.66 -3.76 -5.94
N -5.30 -5.24 -1.33
H 3.31 1.46 -3.00
```

The molecule's Löwdin atomic charges, reported in e, are given here:
1 C -0.037
2 H 0.121
3 H 0.126
4 C -0.140
5 H 0.119
6 Pt 1.164
7 S 1.093
8 C -0.026
9 H 0.118
10 C -0.067
11 C -0.614
12 C -0.376
13 C 0.001
14 S 0.800
15 C -0.047
16 H 0.138
17 N 0.048
18 H 0.121
19 C -0.135
20 H 0.109
21 H 0.099
22 H 0.121
23 H 0.119
24 C -0.407
25 C -0.081
26 O -0.696
27 C -0.045
28 C -0.003
29 H 0.123
30 C 0.002
31 C -0.040
32 C -0.132
33 N -0.162
34 C 0.008
35 N 0.072
36 C -0.041
37 H 0.095
38 C 0.006
39 N -0.024
40 H 0.143
41 H 0.138
42 C -0.125
43 C -0.052
44 H 0.122
45 C -0.124
46 N 0.241
47 C -0.120
48 C -0.078
49 H 0.119
50 H 0.122
51 C -0.063
52 B -0.623
53 N -0.143
54 C -0.138
55 C -0.083
56 H 0.120
57 C -0.039
58 C -0.615
59 N 0.042
60 C -0.023
61 S 0.840
62 N -0.141
63 C -0.032
64 C -0.015
65 H 0.136
66 H 0.121
67 H 0.088
68 N 0.055
69 H 0.116
70 H 0.122
71 N 0.239
72 H 0.120


[3]
# C32H24BeBrN5O6Se

A structure of composition C32H24BeBrN5O6Se in a non-equilibrium geometry (wB97M-V/def2-TZVPD, OMol25).

multiplicity	1
lowest unoccupied orbital energy	-0.0630	hartree
HOMO energy	-8.693	eV
charge	0

```
70
C32H24BeBrN5O6Se, DFT wB97M-V/def2-TZVPD
C 3.23 3.20 -3.82
C -3.23 2.06 -0.13
Br 0.95 -4.57 5.36
C 0.24 2.22 -0.97
H -6.65 2.30 -0.24
C -2.18 -3.61 -0.51
N -1.19 -5.82 -3.22
N -6.41 -0.43 -0.33
H -2.60 -4.36 0.15
O 1.88 0.48 -0.71
C 1.83 3.71 1.18
H 1.02 -1.38 0.59
Be -1.08 0.15 -0.12
C 0.96 -3.52 3.78
C -4.54 2.65 -0.16
C -4.11 -0.04 -0.15
C 3.92 3.01 -1.15
H 2.34 3.53 4.52
O -0.78 0.23 1.39
C 4.49 3.64 -3.40
C -5.46 0.47 -0.23
H -0.83 -3.19 -3.59
H -4.59 3.73 -0.15
H -0.38 -2.03 4.57
H 1.36 2.35 -3.25
C -0.64 -0.35 2.54
H 1.91 5.18 2.73
C 1.73 -3.93 2.70
C 0.99 -1.99 1.48
H 1.63 4.43 0.39
H -0.35 -0.97 -2.55
C -2.00 -5.37 -2.22
H 2.22 0.39 1.63
C -1.14 -2.98 -2.58
C 1.71 1.90 -0.59
H 5.80 3.87 -1.73
H 2.35 -3.47 0.71
H -2.35 2.69 -0.15
C 0.22 -1.60 2.57
H 4.20 2.94 -0.10
H 2.31 -4.85 2.76
Se -5.63 -2.02 -0.35
C 1.74 -3.16 1.55
H 2.96 3.28 -4.87
C 2.16 1.44 1.86
C 1.92 2.36 0.85
N -3.00 0.78 -0.10
C 2.32 1.86 3.18
C 4.83 3.53 -2.06
C -0.89 -1.75 -2.02
H -1.29 -6.77 -3.50
H -1.98 -2.12 1.00
O -1.18 0.03 3.56
N -1.28 -1.43 -0.78
C 1.98 4.13 2.49
O -0.10 3.38 -1.10
O -2.87 -6.05 -1.72
C 0.21 -2.36 3.73
C 2.23 3.20 3.50
C 2.67 2.58 -1.56
C -5.65 1.89 -0.21
C -1.77 -3.94 -1.78
H 2.83 0.31 -0.70
H -0.39 -5.29 -3.52
C 2.34 2.68 -2.91
N -4.00 -1.34 -0.19
H 5.18 4.05 -4.11
O -0.55 1.21 -1.13
C -2.03 -2.29 -0.07
H 2.49 1.13 3.96
```

The molecule's Löwdin atomic charges, reported in e, are given here:
1 C -0.074
2 C -0.030
3 Br 0.730
4 C -0.506
5 H 0.123
6 C 0.012
7 N 0.177
8 N -0.223
9 H 0.131
10 O 0.002
11 C -0.027
12 H 0.089
13 Be 0.083
14 C -0.678
15 C -0.010
16 C -0.363
17 C -0.021
18 H 0.100
19 O -0.001
20 C -0.092
21 C -0.375
22 H 0.110
23 H 0.115
24 H 0.115
25 H 0.124
26 C -0.544
27 H 0.102
28 C -0.128
29 C -0.044
30 H 0.122
31 H 0.127
32 C -0.493
33 H 0.097
34 C 0.000
35 C -0.316
36 H 0.102
37 H 0.106
38 H 0.122
39 C -0.130
40 H 0.120
41 H 0.099
42 Se 1.197
43 C -0.062
44 H 0.102
45 C -0.022
46 C -0.152
47 N 0.151
48 C -0.065
49 C -0.076
50 C -0.049
51 H 0.116
52 H 0.128
53 O 0.084
54 N 0.050
55 C -0.070
56 O 0.098
57 O 0.071
58 C -0.060
59 C -0.085
60 C -0.139
61 C 0.014
62 C -0.118
63 H 0.118
64 H 0.093
65 C -0.013
66 N -0.228
67 H 0.100
68 O -0.009
69 C -0.134
70 H 0.107


E_tot
In order: -2970.8674, -3194.8894, -6949.4513
Unit: Ha
ΔE to the lowest compared entry with this formula, charge and spin
In order: 0.0, 0.0, 0.0
Unit: kcal per mole